Molecular formula: C53H36N5OSTa
Method: DFT, wB97M-V/def2-TZVPD

LUMO (alpha / beta): -7.18 / -7.18 eV
Kohn-Sham gap (alpha / beta): 5.2 / 5.2 eV
DFT total energy: -2845.0758 hartree

```
! wB97M-V def2-TZVPD RIJCOSX def2/J DEFGRID3
* xyz 2 1
Ta 0.65 0.32 -0.77
C -3.55 -2.90 -6.39
C -2.40 -2.22 -6.73
C -1.70 -1.45 -5.76
C -2.18 -1.49 -4.45
C -3.42 -2.10 -4.17
C -4.09 -2.82 -5.12
C -1.37 -0.96 -3.30
C -1.78 0.25 -2.63
C -2.88 1.00 -2.96
C -2.92 2.12 -2.20
C -1.78 2.14 -1.39
C -1.38 3.06 -0.43
C -2.06 4.37 -0.44
C -2.19 5.08 -1.59
C -3.05 6.18 -1.65
C -3.79 6.60 -0.51
C -3.58 5.92 0.71
C -2.68 4.87 0.72
C -0.25 3.00 0.48
N 0.52 1.83 0.69
C 1.47 2.17 1.63
C 2.49 1.27 2.09
C 3.24 1.66 3.30
C 2.51 1.85 4.48
C 3.23 2.19 5.64
C 4.58 2.41 5.58
C 5.30 2.08 4.40
C 4.60 1.79 3.26
C 2.70 0.02 1.54
C 3.53 -1.01 2.19
C 3.49 -2.07 1.42
C 2.56 -1.84 0.31
N 2.05 -0.52 0.47
C 2.19 -2.84 -0.60
C 1.32 -2.56 -1.70
C 1.06 -3.52 -2.80
C 0.09 -2.96 -3.56
C -0.29 -1.72 -2.95
N 0.60 -1.43 -1.81
C 2.87 -4.18 -0.48
C 2.19 -5.14 0.20
C 2.77 -6.39 0.51
C 4.05 -6.60 0.16
C 4.80 -5.63 -0.53
C 4.17 -4.43 -0.83
C 1.27 3.49 2.08
C 0.27 4.03 1.35
N -1.09 0.92 -1.69
H -4.00 -3.57 -7.12
H -2.02 -2.33 -7.73
H -0.80 -0.98 -6.16
H -3.78 -2.13 -3.15
H -5.01 -3.38 -4.84
H -3.65 0.69 -3.67
H -3.65 2.96 -2.21
H -1.81 4.69 -2.53
H -3.15 6.81 -2.57
H -4.51 7.42 -0.56
H -4.13 6.15 1.62
H -2.55 4.25 1.67
H 1.50 1.72 4.60
H 2.60 2.30 6.51
H 5.14 2.74 6.43
H 6.43 2.13 4.39
H 5.21 1.69 2.35
H 4.24 -0.78 3.01
H 4.04 -3.01 1.66
H 1.60 -4.42 -2.94
H -0.43 -3.37 -4.41
H 1.19 -4.94 0.57
H 2.18 -7.16 1.04
H 4.52 -7.54 0.15
H 5.83 -5.83 -0.81
H 4.69 -3.66 -1.34
H 1.89 3.90 2.84
H -0.05 5.06 1.29
S 3.33 3.11 -3.38
C 2.51 2.18 -2.43
N 1.85 1.42 -1.76
C -0.26 -2.19 2.24
C -1.11 -1.17 1.62
O -0.73 -0.64 0.57
C -2.34 -0.64 2.23
C -3.08 0.25 1.42
C -4.14 0.88 2.07
C -4.43 0.72 3.46
C -3.65 -0.13 4.21
C -2.59 -0.81 3.59
H 0.70 -2.37 1.72
H -0.84 -3.07 2.22
H -0.03 -1.85 3.24
H -2.87 0.31 0.33
H -4.85 1.48 1.48
H -5.20 1.26 3.95
H -3.91 -0.41 5.27
H -2.02 -1.54 4.09
*
```

Molecular formula: C53H40BCoN10O3
Method: DFT, wB97M-V/def2-TZVPD

LUMO (alpha / beta): 2.04 / 1.79 eV
⟨S²⟩: 1.1871
Kohn-Sham gap (alpha / beta): 4.7 / 5.1 eV
DFT total energy: -4224.8557 hartree

```
! wB97M-V def2-TZVPD RIJCOSX def2/J DEFGRID3
* xyz -1 2
Co 1.81 1.41 -0.17
C 1.15 1.47 6.35
C 2.20 0.54 6.30
C 2.78 0.19 5.09
C 2.28 0.76 3.93
C 2.65 0.64 2.53
N 3.70 -0.08 2.12
C 4.04 -0.17 0.86
C 5.21 -0.94 0.42
C 6.21 -1.61 1.11
C 7.20 -2.24 0.36
C 7.19 -2.19 -1.04
C 6.19 -1.51 -1.72
C 5.20 -0.89 -0.97
C 4.02 -0.10 -1.34
N 3.65 0.06 -2.59
C 2.60 0.82 -2.92
N 1.81 1.55 -2.09
C 1.02 2.36 -2.88
N 0.35 3.44 -2.47
C 0.14 3.72 -1.23
N 0.22 2.77 -0.12
C 0.10 3.60 1.09
N 0.31 3.20 2.30
C 1.01 2.11 2.61
N 1.84 1.41 1.76
C 1.24 1.70 3.98
C 0.66 2.06 5.19
C -0.32 4.91 0.69
C -0.68 6.03 1.46
C -1.02 7.19 0.81
C -0.98 7.27 -0.60
C -0.61 6.18 -1.36
C -0.29 4.99 -0.71
C 1.24 2.06 -4.27
C 0.68 2.55 -5.46
C 1.14 2.03 -6.65
C 2.15 1.05 -6.68
C 2.70 0.57 -5.51
C 2.23 1.07 -4.30
N 3.39 0.36 -0.22
H 0.71 1.72 7.31
H 2.57 0.11 7.22
H 3.60 -0.52 5.03
H 6.20 -1.64 2.19
H 7.99 -2.78 0.87
H 7.98 -2.69 -1.59
H 6.17 -1.46 -2.80
H -0.15 2.77 5.23
H -0.69 5.95 2.54
H -1.31 8.07 1.38
H -1.23 8.21 -1.08
H -0.55 6.23 -2.44
H -0.09 3.31 -5.43
H 0.72 2.38 -7.59
H 2.49 0.67 -7.64
H 3.50 -0.18 -5.52
C -6.17 -2.05 0.99
C -6.31 -0.52 1.11
C -6.36 -0.14 2.59
C -7.62 -0.08 0.45
C -5.10 0.13 0.41
C -5.11 0.31 -0.98
C -4.04 0.87 -1.68
C -2.94 1.24 -0.94
O -1.75 1.77 -1.35
B -1.00 1.94 -0.19
O -1.70 1.46 0.92
C -2.91 1.05 0.43
C -3.96 0.50 1.13
H -6.97 -2.55 1.55
H -5.21 -2.38 1.38
H -6.24 -2.36 -0.06
H -7.32 -0.44 3.02
H -6.25 0.94 2.72
H -5.58 -0.65 3.17
H -8.47 -0.41 1.06
H -7.75 -0.51 -0.55
H -7.66 1.01 0.36
H -5.98 -0.01 -1.55
H -4.07 0.99 -2.75
H -3.87 0.36 2.20
C -0.78 -5.19 -1.26
N -0.93 -3.93 -0.53
N 0.20 -3.14 -0.33
C -0.15 -1.78 -0.34
O 0.62 -0.86 -0.07
C -1.57 -1.80 -0.64
C -1.97 -3.08 -0.78
C -3.32 -3.59 -1.15
C 1.36 -3.74 0.22
C 1.23 -4.73 1.19
C 2.36 -5.35 1.70
C 3.62 -4.98 1.25
C 3.74 -3.97 0.30
C 2.62 -3.35 -0.22
H 0.24 -5.54 -1.15
H -1.00 -5.06 -2.33
H -1.45 -5.94 -0.84
H -2.20 -0.94 -0.72
H -4.02 -2.75 -1.12
H -3.66 -4.36 -0.46
H -3.32 -4.01 -2.16
H 0.24 -5.00 1.55
H 2.25 -6.12 2.45
H 4.50 -5.47 1.64
H 4.72 -3.67 -0.04
H 2.71 -2.56 -0.96
*
```

Molecular formula: C53H40BrClN9O7PSTi
Method: DFT, wB97M-V/def2-TZVPD

LUMO (alpha / beta): 1.55 / 1.56 eV
⟨S²⟩: 0.7639
Kohn-Sham gap (alpha / beta): 4.7 / 6.0 eV
DFT total energy: -7686.5790 hartree

```
! wB97M-V def2-TZVPD RIJCOSX def2/J DEFGRID3
* xyz -1 2
Ti 0.25 -0.26 0.63
N -2.01 1.39 4.20
C -1.56 0.46 3.30
S -0.41 -0.67 3.84
N -2.16 0.46 2.13
N -1.68 -0.24 1.11
C -2.55 -0.71 0.20
C -4.00 -0.70 0.38
C -4.69 0.38 0.94
C -6.06 0.33 1.11
C -6.77 -0.80 0.74
C -6.10 -1.88 0.19
C -4.74 -1.83 0.02
C -1.95 -1.32 -0.94
C -2.64 -1.61 -2.14
C -1.98 -2.22 -3.17
C -0.64 -2.58 -2.99
C -0.01 -2.22 -1.82
N -0.62 -1.59 -0.83
H -1.42 1.54 5.00
H -2.45 2.21 3.79
H -4.14 1.26 1.23
H -6.58 1.17 1.53
H -7.85 -0.84 0.87
H -6.65 -2.77 -0.10
H -4.22 -2.70 -0.37
H -3.67 -1.30 -2.23
H -2.49 -2.43 -4.10
H -0.11 -3.11 -3.76
H 1.03 -2.48 -1.64
O 1.95 1.96 5.94
C 2.87 1.02 5.85
O 3.61 0.78 6.79
C 3.01 0.32 4.56
C 3.98 -0.65 4.28
Cl 5.08 -1.31 5.38
N 3.86 -1.02 2.98
N 2.86 -0.34 2.41
C 2.32 0.45 3.32
C 1.16 1.30 2.92
O 0.77 2.21 3.66
O 0.73 1.12 1.73
C 4.60 -1.93 2.20
C 5.91 -2.29 2.48
C 6.57 -3.15 1.63
C 5.96 -3.66 0.50
C 4.65 -3.30 0.22
C 3.97 -2.44 1.06
H 1.43 2.10 5.08
H 6.42 -1.91 3.35
H 7.59 -3.43 1.86
H 6.50 -4.33 -0.16
H 4.16 -3.69 -0.66
H 2.95 -2.14 0.86
N -0.07 0.96 -0.82
P -0.69 2.21 -1.44
C -0.97 3.70 -0.39
C -0.75 5.03 -0.76
C -0.98 6.04 0.15
C -1.43 5.76 1.43
C -1.63 4.44 1.81
C -1.40 3.42 0.91
C -2.33 1.96 -2.24
C -3.53 2.30 -1.62
C -4.73 1.90 -2.18
C -4.75 1.18 -3.36
C -3.55 0.85 -3.99
C -2.35 1.21 -3.41
C 0.31 2.87 -2.83
C 1.65 2.53 -2.81
C 2.50 2.94 -3.81
C 2.01 3.72 -4.85
C 0.67 4.07 -4.88
C -0.19 3.65 -3.87
H -0.41 5.26 -1.76
H -0.80 7.07 -0.13
H -1.61 6.55 2.14
H -1.97 4.21 2.81
H -1.52 2.38 1.18
H -3.52 2.89 -0.72
H -5.66 2.13 -1.69
H -5.69 0.87 -3.79
H -3.57 0.29 -4.91
H -1.41 0.93 -3.86
H 1.98 1.92 -1.97
H 3.55 2.67 -3.79
H 2.67 4.05 -5.64
H 0.29 4.68 -5.69
H -1.23 3.91 -3.90
O 2.05 -0.48 -0.40
N 3.13 -0.30 -1.09
C 3.14 -0.60 -2.42
C 4.31 -0.61 -3.13
C 5.52 -0.27 -2.51
C 5.46 0.14 -1.18
C 4.27 0.13 -0.50
H 2.18 -0.84 -2.84
H 4.28 -0.89 -4.17
H 6.45 -0.30 -3.05
H 6.36 0.46 -0.67
H 4.17 0.43 0.53
Br -1.87 -7.43 -0.32
C -1.76 -5.79 0.65
C -2.88 -5.31 1.31
N -2.85 -4.18 1.99
C -1.73 -3.49 2.04
C -0.56 -3.90 1.41
C -0.57 -5.09 0.70
C 0.76 -3.16 1.58
O 1.74 -3.84 1.86
O 0.73 -1.90 1.41
H -3.81 -5.85 1.32
H -1.75 -2.58 2.63
H 0.33 -5.45 0.22
*
```

Molecular formula: C53H40CrF3N3O3P3S3
Method: DFT, wB97M-V/def2-TZVPD

LUMO (alpha / beta): -0.06 / 0.03 eV
⟨S²⟩: 3.8114
Kohn-Sham gap (alpha / beta): 6.8 / 7.0 eV
DFT total energy: -5996.6004 hartree

```
! wB97M-V def2-TZVPD RIJCOSX def2/J DEFGRID3
* xyz 0 4
Cr -0.03 -0.82 -0.31
S 0.05 -1.82 1.87
C -1.50 -1.41 2.54
C -1.72 -1.79 3.89
N -1.88 -2.11 4.99
C -2.47 -0.77 1.83
S -2.25 -0.34 0.16
C -3.71 -0.39 2.40
N -4.73 -0.04 2.82
F 1.83 -0.52 -5.19
C 3.00 -0.50 -4.56
F 3.76 -1.48 -5.13
F 3.60 0.67 -4.87
C 2.94 -0.70 -3.07
C 4.15 -0.83 -2.42
C 4.19 -1.06 -1.05
C 3.00 -1.17 -0.38
N 1.82 -1.03 -0.98
C 1.75 -0.75 -2.32
S 0.14 -0.48 -2.83
H 5.07 -0.76 -2.99
H 5.13 -1.15 -0.52
H 2.95 -1.40 0.68
O -0.43 2.38 -1.01
P 0.13 3.63 -0.47
C 1.77 3.37 0.32
P 1.73 1.96 1.51
O 1.09 0.72 0.99
C 0.94 2.49 3.03
C 1.56 3.35 3.94
C 0.92 3.66 5.13
C -0.33 3.12 5.40
C -0.95 2.26 4.50
C -0.31 1.94 3.32
C 3.47 1.60 1.87
C 4.54 2.37 1.43
C 5.84 1.93 1.65
C 6.07 0.72 2.29
C 5.00 -0.04 2.75
C 3.70 0.40 2.53
C -0.93 4.36 0.80
C -0.49 5.31 1.72
C -1.35 5.77 2.70
C -2.65 5.28 2.77
C -3.10 4.36 1.84
C -2.24 3.90 0.86
C 0.38 4.84 -1.79
C -0.58 4.80 -2.80
C -0.49 5.68 -3.86
C 0.55 6.59 -3.93
C 1.52 6.62 -2.93
C 1.43 5.75 -1.85
H 2.15 4.27 0.79
H 2.44 3.05 -0.49
H 2.54 3.75 3.73
H 1.39 4.32 5.84
H -0.83 3.37 6.33
H -1.92 1.83 4.72
H -0.76 1.26 2.60
H 4.37 3.31 0.92
H 6.67 2.52 1.30
H 7.08 0.37 2.44
H 5.18 -0.98 3.26
H 2.85 -0.20 2.87
H 0.52 5.70 1.66
H -1.00 6.49 3.43
H -3.31 5.63 3.55
H -4.12 3.98 1.89
H -2.57 3.15 0.14
H -1.37 4.07 -2.74
H -1.24 5.66 -4.65
H 0.62 7.28 -4.76
H 2.34 7.32 -2.99
H 2.18 5.77 -1.08
O -0.48 -2.71 -1.01
P -1.50 -3.82 -1.13
C -0.81 -5.01 -2.29
C -1.40 -6.25 -2.51
C -0.91 -7.08 -3.50
C 0.18 -6.67 -4.27
C 0.77 -5.44 -4.05
C 0.27 -4.60 -3.06
C -1.80 -4.63 0.46
C -0.91 -5.61 0.88
C -1.05 -6.17 2.14
C -2.08 -5.75 2.97
C -2.97 -4.77 2.55
C -2.83 -4.20 1.30
C -3.08 -3.30 -1.83
C -3.04 -2.25 -2.74
C -4.22 -1.76 -3.29
C -5.43 -2.32 -2.92
C -5.47 -3.40 -2.04
C -4.29 -3.90 -1.51
H -2.25 -6.55 -1.91
H -1.36 -8.05 -3.68
H 0.56 -7.32 -5.05
H 1.61 -5.12 -4.66
H 0.71 -3.63 -2.89
H -0.10 -5.91 0.23
H -0.34 -6.91 2.48
H -2.18 -6.18 3.96
H -3.75 -4.43 3.21
H -3.50 -3.42 0.98
H -2.09 -1.81 -3.00
H -4.19 -0.94 -3.99
H -6.36 -1.92 -3.32
H -6.42 -3.84 -1.77
H -4.33 -4.74 -0.83
*
```